Entry 1:
DFT (the ωB97M-V functional and the def2-TZVPD basis) results for 11 unconnected molecules or ions with the total composition H22O11 at a distorted geometry.

The geometry in XYZ format:
```
33
Properties=species:S:1:pos:R:3
O -0.39 -0.34 0.69
H -0.38 -1.25 0.90
H -1.28 -0.11 0.43
O -0.19 -2.89 0.48
H -0.75 -3.66 0.40
H 0.13 -2.56 -0.42
O 2.67 -2.49 -0.52
H 3.57 -2.47 -0.40
H 2.48 -1.93 -1.28
O 1.28 1.17 -2.53
H 0.68 1.47 -3.30
H 1.67 0.31 -2.77
O 2.65 -1.46 4.17
H 2.35 -1.03 3.37
H 2.74 -2.42 3.94
O -0.20 -0.49 -2.67
H -0.05 -1.34 -2.87
H -0.89 -0.29 -3.28
O 2.79 -0.36 1.66
H 2.77 0.33 2.36
H 3.75 -0.30 1.49
O -2.43 2.40 0.24
H -3.40 2.15 0.49
H -2.57 2.65 -0.65
O -1.22 1.91 -3.56
H -2.15 1.84 -3.16
H -1.44 2.06 -4.46
O 0.94 1.44 3.29
H 1.83 1.24 3.70
H 1.02 2.35 2.99
O -5.76 1.17 -0.87
H -5.27 0.60 -0.30
H -6.18 1.77 -0.18
```

SMILES   O.O.O.O.O.O.O.O.O.O.O
F_max   5.6 eV/Å
Frontier orbital gap   9.23 eV

***

Entry 2:
DFT (the ωB97M-V functional and the def2-TZVPD basis) results for a molecular structure, H22O11 at a distorted geometry.

The geometry in XYZ format:
```
33
Properties=species:S:1:pos:R:3
H 0.37 1.37 0.00
H -0.37 0.08 -0.13
H -0.95 -2.75 -1.37
H 0.42 -2.11 -1.36
H 2.55 -0.29 4.57
H 1.49 -0.98 3.71
H -3.05 0.51 2.98
H -1.61 1.11 2.91
H -2.17 -3.96 -0.02
H -2.28 -5.17 -0.83
H -1.62 -0.81 -4.02
H -2.37 -2.08 -3.90
H 4.40 3.42 -1.72
H 3.52 2.22 -1.45
H -2.48 5.09 -0.53
H -1.86 5.69 -1.80
H -0.65 0.12 -2.94
H -1.83 -0.52 -2.14
H 3.33 3.47 2.10
H 3.34 4.90 1.98
H -0.73 -2.81 1.84
H 0.44 -3.36 2.76
O -0.06 0.86 -0.60
O -0.27 -2.42 -1.97
O 2.43 -0.79 3.69
O -2.31 0.76 3.46
O -1.62 -4.66 -0.42
O -1.60 -1.70 -3.66
O 4.14 2.83 -1.08
O -1.95 4.81 -1.25
O -0.96 -0.70 -2.46
O 2.73 4.24 2.01
O -0.27 -3.64 2.19
```

F_max   15.1 eV/Å
Frontier orbital gap   6.78 eV

***

Entry 3:
DFT (the ωB97M-V functional and the def2-TZVPD basis) results for 11 unconnected molecules or ions with the total composition H22O11 at a distorted geometry.

The geometry in XYZ format:
```
33
Properties=species:S:1:pos:R:3
O -0.09 -0.97 -0.20
H 0.16 -1.37 0.63
H -0.28 -0.10 -0.11
O -3.54 -1.68 1.77
H -3.77 -1.31 2.59
H -2.61 -2.08 1.80
O -4.49 0.72 -0.88
H -4.83 0.20 -0.25
H -5.02 0.65 -1.67
O 1.58 4.53 -0.44
H 0.71 5.05 -0.41
H 1.38 3.66 -0.69
O 2.20 -0.67 1.44
H 2.65 0.16 1.81
H 2.71 -1.45 1.67
O 3.35 -3.84 -0.81
H 3.50 -3.67 -1.76
H 2.64 -3.36 -0.46
O -0.38 -3.34 -0.59
H -1.03 -4.04 -0.84
H -0.81 -2.79 0.07
O 3.74 1.51 1.09
H 4.55 1.06 0.94
H 3.38 1.38 0.21
O -1.55 1.57 3.32
H -2.02 2.00 2.51
H -1.83 2.16 3.97
O 2.93 1.36 -1.87
H 2.65 0.91 -2.65
H 2.94 0.58 -1.22
O -3.31 1.05 -2.85
H -2.54 0.84 -2.42
H -2.94 1.31 -3.71
```

SMILES   O.O.O.O.O.O.O.O.O.O.O
F_max   5.6 eV/Å
Frontier orbital gap   10.88 eV

***

Entry 4:
DFT (the ωB97M-V functional and the def2-TZVPD basis) results for 11 unconnected molecules or ions with the total composition H22O11 at a distorted geometry.

The geometry in XYZ format:
```
33
Properties=species:S:1:pos:R:3
O -0.79 -2.28 1.36
H -1.75 -2.22 1.34
H -0.81 -2.64 2.26
O -0.24 -3.87 -0.84
H -0.20 -3.30 -0.01
H 0.12 -4.65 -0.47
O 2.20 -2.33 -1.03
H 1.34 -2.89 -0.92
H 2.23 -2.20 -1.95
O 0.75 1.44 1.82
H 0.81 1.98 1.18
H -0.24 1.23 1.73
O -1.24 -0.39 -2.92
H -1.10 -0.28 -2.02
H -0.42 -0.77 -3.31
O 2.45 1.01 -1.02
H 1.90 0.35 -0.77
H 1.98 1.74 -1.02
O -1.83 1.33 1.47
H -1.95 0.42 1.86
H -2.22 1.93 2.07
O 0.28 3.07 -0.33
H -0.12 3.09 -1.21
H 0.30 3.87 0.05
O -0.15 -0.10 -0.44
H -0.17 -0.91 -0.01
H -0.43 0.67 0.14
O -2.74 3.46 -0.72
H -2.45 2.67 -0.22
H -2.77 4.05 -0.03
O 2.73 -1.26 1.52
H 2.44 -1.54 0.66
H 2.08 -0.68 1.78
```

SMILES   O.O.O.O.O.O.O.O.O.O.O
F_max   10.8 eV/Å
Frontier orbital gap   9.31 eV

***

Let's list HOMO level in order: -9.29, -7.02, -10.88, -10.20 eV.
Let's list E_tot in order: -22876.6032, -22870.8207, -22877.3627, -22877.7152 eV.
Let's list ΔE to the lowest compared entry with this formula, charge and spin in order: 113.2, 246.6, 95.7, 87.6 kcal per mole.